A structure of composition C38H42N2O5P2PtS in a non-equilibrium geometry. Source: the Open Molecules 2025 dataset; level of theory: wB97M-V/def2-TZVPD.

Computed properties:
- energy (hartree) = -3158.7351
- ΔE to the lowest compared entry with this formula, charge and spin (eV) = 1.975
- E_HOMO (spin up / spin down) (eV) = -13.10 / -13.13
- 2S+1 = 1
- net charge = +2
- strongest force on any atom (eV/Å) = 1.17
- M (g/mol) = 895.9

Geometry as XYZ:
```
91
Properties=species:S:1:pos:R:3:forces:R:3
Pt -0.963449 -0.182874 -0.858506 -0.6 0.3 -0.3
O -1.018076 0.275369 1.364075 0.1 -0.2 -0.1
P 0.159171 -0.127268 2.242553 0.0 0.1 -0.2
C 1.615280 0.895595 1.890686 0.0 0.0 0.0
P 2.168371 0.795947 0.162070 -0.3 -0.5 -0.4
O 1.329245 -0.189903 -0.626847 0.8 0.3 0.3
C 3.881803 0.285839 0.168698 0.2 -0.1 0.0
C 4.249089 -0.850165 -0.551373 0.1 0.0 0.1
C 5.582377 -1.245154 -0.568740 0.0 0.0 0.0
C 6.535561 -0.514027 0.129367 0.0 -0.1 0.0
C 6.168760 0.620977 0.844618 0.0 0.0 0.0
C 4.843413 1.024928 0.862905 0.0 0.0 0.0
C 2.135912 2.451300 -0.517782 0.0 0.2 -0.1
C 1.948005 3.617975 0.217417 0.0 0.0 -0.1
C 2.008402 4.854868 -0.415346 0.0 0.0 0.0
C 2.252338 4.926996 -1.778571 0.0 0.0 0.0
C 2.438281 3.762678 -2.519553 0.0 0.0 0.0
C 2.385990 2.529311 -1.893403 -0.1 0.0 0.1
C -0.224398 0.174702 3.951878 -0.2 0.1 0.2
C 0.698012 -0.156024 4.947462 0.0 0.0 0.0
C 0.387654 0.083869 6.274493 0.0 0.0 0.0
C -0.842424 0.644795 6.607818 0.0 0.0 0.0
C -1.764127 0.964170 5.619195 0.0 0.0 0.0
C -1.457866 0.731644 4.284058 0.1 0.0 0.1
C 0.616057 -1.848198 2.129434 0.0 -0.2 0.0
C 1.916789 -2.294664 1.913016 0.0 0.0 0.0
C 2.182656 -3.657201 1.873573 0.0 0.0 0.0
C 1.154278 -4.570799 2.060778 0.0 0.0 0.0
C -0.144295 -4.129127 2.296580 0.0 0.0 0.0
C -0.414319 -2.770970 2.334206 0.1 0.0 0.0
H 2.428138 0.651559 2.577918 0.0 0.0 0.0
H 1.285536 1.911910 2.105389 0.0 0.0 0.1
H 3.490275 -1.414115 -1.081067 0.0 0.0 0.0
H 5.877960 -2.124906 -1.127120 0.0 0.0 0.0
H 7.573356 -0.828533 0.116819 -0.1 0.0 0.0
H 6.917890 1.191098 1.381011 -0.1 0.0 0.0
H 4.561593 1.923312 1.407750 0.0 -0.1 0.0
H 1.762744 3.588764 1.284815 0.0 0.0 -0.1
H 1.870875 5.761769 0.160988 0.0 0.0 0.0
H 2.314397 5.894118 -2.264507 0.0 -0.1 0.0
H 2.640820 3.823953 -3.582342 0.0 0.0 0.1
H 2.537146 1.618015 -2.464150 0.0 0.1 0.0
H 1.648929 -0.616826 4.690242 -0.1 0.0 0.0
H 1.097781 -0.171179 7.051969 0.0 0.0 0.0
H -1.083415 0.828756 7.648044 0.0 0.0 -0.1
H -2.722242 1.393518 5.887989 0.1 0.0 0.0
H -2.167325 0.973498 3.500362 0.1 0.0 0.1
H 2.733244 -1.593721 1.775716 0.0 -0.1 0.0
H 3.194115 -4.004388 1.700913 0.0 0.0 0.0
H 1.367514 -5.633708 2.037627 0.0 0.1 0.0
H -0.938977 -4.846935 2.463505 0.0 0.0 0.0
H -1.422402 -2.417471 2.532754 0.1 0.0 0.0
N -0.585047 -0.535789 -5.761346 -0.4 0.0 -0.3
C -1.968361 -0.480555 -5.188606 -0.2 -0.1 -0.1
C -1.759343 -0.321474 -3.685348 0.4 0.1 0.5
O -2.724156 -0.154601 -2.940285 0.2 -0.1 -0.2
O -0.529124 -0.377975 -3.346181 -0.6 0.0 0.4
H -0.399722 -1.364627 -6.315144 0.0 -0.1 -0.1
H -0.056210 -0.538173 -4.838630 0.4 0.0 0.2
H -0.342812 0.282916 -6.308066 0.0 0.1 -0.1
H -2.495175 -1.408608 -5.386757 0.0 0.0 -0.1
H -2.546439 0.341895 -5.598165 0.1 0.0 -0.1
N -1.467653 -2.124166 -0.717318 0.4 1.0 0.0
C -2.179638 -3.014054 -0.678217 -0.3 -1.1 0.1
C -3.013019 -4.184280 -0.583514 0.1 0.3 0.0
C -3.135313 -5.040500 -1.676307 0.1 0.0 -0.1
C -3.933031 -6.163748 -1.564900 0.0 -0.1 0.0
C -4.602309 -6.424467 -0.374491 0.0 0.0 0.0
C -4.480569 -5.565692 0.711397 0.0 0.0 0.0
C -3.683864 -4.439613 0.612955 0.0 0.1 0.1
H -2.602805 -4.825310 -2.594573 0.0 0.0 0.0
H -4.034512 -6.838462 -2.405613 0.0 0.0 0.1
H -5.224484 -7.307311 -0.292144 0.0 0.0 0.0
H -5.009326 -5.773795 1.633739 0.0 0.0 -0.1
H -3.579461 -3.757847 1.448558 0.0 0.0 0.0
C -1.775317 4.812864 -0.273268 0.0 0.0 0.1
C -2.628072 3.606447 0.098894 0.4 0.2 0.0
S -2.487837 2.221672 -1.016512 -0.1 -0.2 0.1
O -0.961651 1.888093 -1.086983 -0.3 -0.3 0.1
C -2.919308 2.986093 -2.596874 0.3 0.0 -0.1
C -1.696725 3.441740 -3.389559 -0.1 0.1 -0.1
H -1.716399 5.486510 0.581299 0.0 0.0 0.0
H -2.205019 5.374109 -1.103608 0.0 0.0 0.0
H -0.759939 4.510681 -0.534968 -0.1 0.0 0.0
H -3.700231 3.821110 0.130858 0.1 0.0 0.0
H -2.339475 3.176240 1.059967 0.0 0.0 0.0
H -3.607381 3.800745 -2.360413 0.1 0.0 0.0
H -3.473163 2.206998 -3.116969 0.0 0.0 0.0
H -1.255177 4.353206 -2.986645 0.0 -0.1 0.0
H -1.999812 3.640921 -4.418984 0.0 0.0 0.0
H -0.918608 2.675764 -3.386686 -0.1 0.0 0.0
```
Forces are in eV/Å.